[1]
Entry from OMol25: a 2-piece molecular cluster, C4H3N overall (wB97M-V/def2-TZVPD).

Structure (XYZ):
```
8
Properties=species:S:1:pos:R:3:forces:R:3
C -3.073 0.070 0.018 0.65 -0.24 -0.03
C 0.171 -0.760 -0.078 0.10 0.70 0.64
C 0.417 0.299 0.686 -0.27 -0.76 -1.11
C -0.443 0.479 -0.462 -0.29 0.16 0.48
N -4.203 -0.001 0.216 -1.10 0.02 0.17
H 0.264 -1.802 -0.273 0.18 -0.41 0.04
H 0.890 0.742 1.527 0.29 0.08 0.41
H -0.579 1.089 -1.322 0.44 0.45 -0.61
```
Positions in Å, forces in eV/Å.

multiplicity	3
<S²>	2.0144
largest force on an atom	1.37	eV/A

So, what does the natural (NBO) scheme give us? The charges, in e, come out as: 0.416, -0.159, -0.137, -0.337, -0.454, 0.232, 0.232, 0.208

[2]
Entry from OMol25: one molecule with the formula FHO2S (wB97M-V/def2-TZVPD).

Structure (XYZ):
```
5
Properties=species:S:1:pos:R:3:forces:R:3
O 0.267 -0.729 1.299 1.33 -2.83 2.52
O 0.895 1.349 -0.377 2.81 2.39 -2.38
F 0.194 -0.974 -1.073 0.25 0.90 0.28
S 0.071 0.058 0.168 -3.57 -0.05 0.41
H -1.427 0.296 -0.017 -0.82 -0.40 -0.84
```
Positions in Å, forces in eV/Å.

multiplicity	3
<S²>	2.0140
largest force on an atom	4.39	eV/A

So, what does the natural (NBO) scheme give us? The charges, in e, come out as: -0.859, -0.381, -0.480, 1.777, -0.057

[3]
Entry from OMol25: C3H6F2 as an isolated structure (wB97M-V/def2-TZVPD).

Structure (XYZ):
```
11
Properties=species:S:1:pos:R:3:forces:R:3
C -1.108 0.594 0.002 -3.56 0.32 0.68
C 0.362 0.508 0.094 -0.95 -0.57 3.64
C 0.721 -0.863 -0.093 5.83 -4.78 -5.59
H -1.470 -0.458 0.238 -0.19 1.71 -0.04
H -1.504 1.375 1.036 0.88 -2.12 -3.97
H -1.432 0.722 -1.208 0.64 0.42 3.73
H 0.795 -0.903 -1.298 -0.86 -0.81 2.42
H 0.058 -1.580 0.363 -0.09 0.05 -0.21
H 1.976 -1.487 0.064 -3.61 2.83 0.15
F 0.753 0.635 1.454 -0.16 1.75 -0.01
F 0.850 1.456 -0.653 2.07 1.18 -0.80
```
Positions in Å, forces in eV/Å.

largest force on an atom	9.38	eV/A

Here are the natural (NBO) charges for atoms 1 to 8, given in e: -0.659, 0.592, -0.635, 0.217, 0.258, 0.248, 0.220, 0.229

| no. | E_tot (Eh) |
| --- | --- |
| 1 | -208.65166 |
| 2 | -648.86413 |
| 3 | -317.51532 |